# 1
45
Properties=species:S:1:pos:R:3:mulliken_spin:R:1 method="wB97M-V/def2-TZVPD" spin_multiplicity=4 e_above_lowest_ev=2.505 s_squared=3.77 charge=+4 e_tot_ev=-40459.7224 homo_ha="-0.7883 / -0.7861" orbital_gap_ha="0.2059 / 0.1091"
C 1.762 -0.325 -2.887 -0.003
H 0.796 6.470 0.871 0.000
Re 1.078 -0.757 -0.941 1.655
C -3.572 -3.215 -0.508 0.006
C 0.923 -1.455 -2.932 0.016
C -1.272 0.002 3.807 0.077
C -4.591 -2.420 0.151 -0.002
H 6.079 -3.536 -0.157 0.001
C 0.041 0.882 -1.628 -0.013
C 0.371 5.935 0.011 0.000
H -1.743 -0.235 -1.168 0.020
C -0.145 4.644 0.436 0.004
H -0.441 6.538 -0.416 0.000
H -2.123 -0.643 3.565 0.011
H -2.087 3.185 2.165 0.007
H -3.279 1.835 2.390 0.011
O -0.204 -2.764 1.159 0.118
N 3.233 -2.378 -0.549 0.003
H -4.942 -2.936 1.052 0.000
H 1.153 5.797 -0.745 0.000
O 2.679 0.850 1.273 0.125
C -0.784 -0.250 -1.671 0.012
C -0.368 -1.385 -2.395 0.053
H -1.022 -2.242 -2.441 0.005
H 2.771 -0.377 -3.255 -0.006
N -2.810 -3.911 -1.053 0.011
H -2.374 2.491 3.815 0.004
C 5.518 -3.483 -1.101 0.000
H 5.346 -4.499 -1.483 0.000
C 4.248 -2.832 -0.869 0.011
H -1.440 0.590 4.714 0.006
H 6.094 -2.910 -1.840 0.000
H 1.288 -2.375 -3.373 -0.005
H -5.443 -2.273 -0.526 0.001
H -0.260 1.761 -1.074 0.024
H -0.353 -0.587 3.905 0.003
C 0.262 -2.043 0.381 -0.048
C 1.251 0.865 -2.345 0.055
C 2.089 0.269 0.458 -0.056
H 1.838 1.777 -2.393 0.004
C -2.343 2.283 2.741 0.063
O -1.418 0.348 1.207 0.497
H -4.193 -1.438 0.435 0.002
N -0.592 3.629 0.783 0.007
S -1.023 1.121 2.428 0.321

# 2
57
Properties=species:S:1:pos:R:3:mulliken_spin:R:1 method="wB97M-V/def2-TZVPD" spin_multiplicity=2 e_above_lowest_ev=2.540 s_squared=1.13 e_tot_ev=-89462.1381 homo_ha="-0.2447 / -0.2524" orbital_gap_ha="0.2137 / 0.2202"
H 0.709 2.502 -2.604 0.002
H -0.586 5.389 -2.639 0.000
H -4.570 0.293 0.394 0.000
C -3.253 2.831 -1.484 0.006
C -2.074 0.080 1.507 -0.034
C -4.218 1.911 -0.978 0.009
S 1.541 -1.667 0.051 0.033
H 0.032 3.605 -1.027 0.004
H 3.544 -0.958 2.452 0.000
H -0.738 -3.043 -4.015 0.018
N -1.364 -0.959 -1.664 0.135
W -0.196 -0.014 -0.346 0.005
C 2.860 -3.325 4.983 0.000
H 2.138 -0.393 -4.277 0.005
H 3.863 0.558 1.759 0.002
Sb 3.174 -0.265 -0.968 0.008
H 0.592 -3.265 -2.870 0.015
H -4.612 3.944 -2.723 0.000
H 0.770 0.237 -5.179 0.004
C -0.472 -1.426 -2.632 0.380
O 1.111 1.690 -2.942 0.039
H -2.899 5.543 -3.497 0.000
H 2.139 -5.337 4.835 0.000
C -2.635 4.751 -2.809 -0.006
H 0.918 -1.512 -4.921 -0.003
C 1.073 -0.536 -4.470 -0.006
C 0.859 -3.957 3.808 0.000
N -1.575 1.697 -0.191 -0.028
C -3.871 0.985 -0.049 -0.015
H 0.314 -0.048 3.368 0.000
C -1.319 4.654 -2.332 0.003
C 2.646 -1.997 4.645 -0.001
S 1.653 1.780 0.272 0.000
O -0.761 0.061 1.613 0.030
H 0.164 -4.718 3.480 0.000
C 1.541 -1.671 3.873 -0.003
C -3.587 3.862 -2.382 0.003
H -5.241 1.989 -1.327 0.000
C -1.916 2.713 -1.047 -0.017
C -0.961 3.655 -1.461 0.013
N 1.292 -0.309 3.502 0.000
C 1.969 -4.303 4.566 0.000
H 3.721 -3.593 5.582 0.000
N 3.331 0.035 2.449 0.003
H 3.322 -1.223 4.985 0.000
S 5.097 -0.458 0.189 0.005
C 2.128 0.428 2.793 -0.004
C -0.420 -2.872 -2.984 0.005
H -0.211 -2.350 2.842 0.002
N 0.301 0.681 -2.439 0.318
C -2.511 0.934 0.346 0.038
C 0.295 -0.412 -3.207 0.029
O -1.349 -1.695 -0.496 -0.009
C 0.638 -2.637 3.451 0.001
O -2.864 -0.473 2.234 0.012
S 1.547 2.032 2.300 -0.002
H -1.074 -3.425 -2.315 0.002

# 3
55
Properties=species:S:1:pos:R:3:mulliken_spin:R:1 method="wB97M-V/def2-TZVPD" spin_multiplicity=2 e_above_lowest_ev=0.001 s_squared=0.76 charge=+3 e_tot_ev=-46720.4068 homo_ha="-0.6470 / -0.6469" orbital_gap_ha="0.2493 / 0.2327"
C -1.807 -5.076 -0.095 0.003
C 0.932 2.482 5.093 -0.006
H -0.871 1.837 -5.139 0.000
C -1.965 3.692 0.308 0.000
H -1.488 2.411 -1.421 -0.001
C -2.536 -0.049 -2.193 -0.001
C 3.779 -1.010 -1.725 0.003
H 0.966 -0.860 4.464 0.001
C -1.805 -3.183 -1.577 0.000
C -1.330 1.315 -4.311 0.000
H -0.522 -4.957 1.624 0.000
C -3.308 0.695 -3.068 0.003
H -2.625 4.482 -0.008 0.000
H -3.316 1.945 -4.812 0.000
H -2.172 -6.063 0.158 0.000
H -2.976 -4.945 -1.889 0.000
C 3.420 0.529 0.524 0.000
H 0.183 3.988 3.781 0.000
C -0.880 -2.552 -0.739 -0.033
C -1.150 -0.123 -2.392 0.007
H 0.525 0.519 -3.604 0.000
C -0.544 0.569 -3.444 0.001
H 1.223 3.196 5.851 0.000
C 4.682 0.310 0.086 -0.007
H 1.512 -1.845 -2.653 -0.001
C -0.411 -3.195 0.415 0.023
C 2.496 -0.758 -1.240 -0.009
C -0.731 2.529 1.735 -0.050
C -1.409 2.673 -0.381 -0.003
H 5.524 0.736 0.612 0.000
N 2.312 0.000 -0.111 -0.005
H 3.903 -1.616 -2.612 0.000
C -0.878 -4.454 0.735 -0.001
C 4.861 -0.482 -1.065 0.000
C -2.264 -4.448 -1.246 0.002
Re 0.472 0.310 0.667 1.020
C 0.331 2.926 3.933 0.012
N -0.624 1.950 0.513 0.006
H -4.381 0.738 -2.937 0.000
C 0.187 0.646 3.165 0.006
N -1.539 3.576 1.622 0.004
C 0.812 0.202 4.324 -0.012
H 3.209 1.125 1.404 0.002
H 5.860 -0.676 -1.436 0.000
P -0.174 -0.994 -1.192 0.025
C 1.170 1.121 5.290 0.005
C -2.706 1.374 -4.125 -0.001
H -1.836 4.172 2.385 0.000
H -2.157 -2.704 -2.481 0.000
H -3.010 -0.579 -1.375 0.001
H 0.325 -2.726 1.062 0.001
H 1.635 0.780 6.206 0.000
N 1.376 -1.230 -1.858 -0.003
O -0.209 -0.325 2.232 -0.009
C -0.070 2.023 2.939 0.018

# 4
33
Properties=species:S:1:pos:R:3:mulliken_spin:R:1 method="wB97M-V/def2-TZVPD" spin_multiplicity=2 e_above_lowest_ev=0.513 s_squared=0.75 charge=-1 e_tot_ev=-104818.9674 homo_ha="-0.1139 / -0.1139" orbital_gap_ha="0.1916 / 0.1917"
Ce 1.005 -0.051 0.696 1.017
C 2.138 -2.454 0.231 -0.008
C -3.216 1.058 1.998 0.000
C 0.375 0.679 -4.891 0.000
Cl -4.502 1.535 0.988 0.000
H 2.356 -0.257 -5.402 0.000
C -1.098 0.222 3.654 -0.003
H 3.434 1.938 -4.242 0.000
H 3.051 -2.485 -0.357 0.000
H -0.928 2.312 -4.061 0.000
H 0.336 -2.243 3.038 0.001
H 2.916 -2.337 2.346 0.001
Cl -1.674 0.697 -0.283 0.000
C 0.706 -2.280 2.019 -0.004
C -1.966 0.676 1.462 0.000
C -0.086 -2.361 0.837 -0.005
H 0.507 -2.453 -1.322 0.003
Cl -4.868 1.442 4.110 0.000
C 1.808 0.556 -4.951 0.000
C 0.062 1.921 -4.236 0.000
H -0.338 -0.025 -5.292 0.000
C 1.301 2.567 -3.893 0.000
C 2.380 1.723 -4.334 0.000
C 2.078 -2.332 1.648 0.000
H -1.171 -2.304 0.798 0.001
Cl -2.511 0.548 5.930 0.000
H 1.404 3.528 -3.414 0.000
C -0.930 0.264 2.272 -0.001
Cl 2.195 1.095 2.572 -0.005
C 0.800 -2.478 -0.275 0.005
C -3.387 1.014 3.405 0.000
Cl 0.140 -0.327 4.710 0.000
C -2.317 0.612 4.240 -0.001

# 5
74
Properties=species:S:1:pos:R:3:lowdin_charge:R:1 method="wB97M-V/def2-TZVPD" e_tot_ev=-73477.9013 homo_ha=-0.2933 orbital_gap_ha=0.3096
F 6.183 2.702 1.475 0.014
C 1.817 -0.099 0.839 -0.291
C 3.975 1.643 0.901 -0.098
F 4.753 0.494 0.395 0.035
C -2.832 -2.354 2.433 -0.412
H -2.428 -0.252 -0.960 0.113
C -1.389 0.157 -1.372 -0.157
C 0.972 0.962 -3.652 -0.320
H -5.049 -2.099 1.637 0.080
H -4.291 -3.884 1.558 0.077
H -2.861 -3.094 3.350 0.080
H 3.624 -0.628 2.949 0.107
C 1.360 -0.326 -0.757 -0.311
H -3.032 -1.263 2.825 0.084
F 5.239 1.343 3.193 0.041
N 2.525 -1.396 1.113 -0.015
P 2.052 0.852 -2.087 0.919
H 3.256 -0.897 -3.439 0.085
Si -3.744 2.659 -0.390 0.441
H 1.267 -2.970 3.270 0.032
H 3.806 -2.449 2.509 0.125
C -1.323 1.761 -1.066 -0.221
O -2.131 2.185 0.125 -0.285
H -4.588 2.188 1.959 0.045
C -0.213 -0.759 -0.730 -0.227
H 1.690 1.278 -4.545 0.057
C 0.164 -4.677 0.144 -0.198
H -2.793 4.842 -1.539 0.057
F 2.233 1.510 2.789 0.010
F 4.303 3.590 2.643 0.047
C 3.666 -0.047 -2.708 -0.427
C -4.061 -2.727 1.412 -0.206
C 4.878 2.311 2.129 -0.133
H -1.648 -0.234 1.078 0.124
C 3.030 -1.542 2.525 -0.237
C -1.284 -3.913 0.302 -0.445
C -4.734 3.098 1.228 -0.218
H -5.029 0.442 -0.527 0.045
C -3.806 4.236 -1.507 -0.222
H 0.340 0.002 -3.874 0.046
H -5.719 1.698 -1.812 0.063
H -2.036 -4.713 0.767 0.093
H 4.059 1.009 -4.696 0.068
H -3.801 -2.547 0.270 0.065
H 5.674 0.546 -3.842 0.077
H -0.217 -1.770 -1.344 0.132
H -4.294 4.098 1.697 0.060
H 0.005 -5.761 -0.281 0.078
H -0.250 2.225 -1.016 0.110
H 2.455 -2.211 4.636 0.084
H -4.025 3.925 -2.638 0.053
H 1.179 -1.083 3.829 0.078
P -1.075 -2.546 1.625 0.980
H -1.434 0.028 -2.546 0.106
H 1.810 -2.163 0.986 0.100
H -1.766 -3.563 -0.705 0.078
H 4.230 -0.611 -1.852 0.075
H -4.060 0.809 -2.163 0.048
C -0.649 -0.843 0.867 -0.367
C 4.592 0.940 -3.630 -0.195
C 1.863 -2.022 3.616 -0.133
H 1.909 -1.350 -1.037 0.113
H -4.720 4.889 -1.173 0.049
H 0.247 1.897 -3.499 0.052
O 0.460 -0.067 1.481 -0.166
C -4.737 1.276 -1.302 -0.215
H -1.861 2.296 -1.988 0.104
H 0.696 -4.808 1.198 0.075
F 3.971 2.693 -0.185 -0.009
F 1.618 2.477 0.710 -0.002
H 4.595 2.059 -3.225 0.080
H 0.815 -4.034 -0.593 0.067
H -5.854 3.243 0.919 0.048
C 2.422 1.340 1.298 -0.087

# 6
49
Properties=species:S:1:pos:R:3:lowdin_charge:R:1 method="wB97M-V/def2-TZVPD" e_above_lowest_ev=5.942 e_tot_ev=-40715.5184 homo_ha=-0.3387 orbital_gap_ha=0.1002
C 4.724 1.170 0.141 -0.215
H -4.150 -2.985 5.623 0.081
Be -2.572 4.244 0.196 1.171
O -4.297 1.818 -0.501 0.012
O -3.727 2.598 1.433 -0.043
H 0.822 -2.259 -1.981 0.130
H 5.844 2.707 0.059 0.065
O -3.532 -2.753 4.923 -0.053
H 4.482 0.293 -0.452 0.103
O 0.391 0.736 -0.311 0.032
C 3.008 -2.065 -1.924 -0.260
H -3.938 0.177 -3.107 0.111
H 1.228 -0.070 -1.788 0.040
H -3.079 -1.269 -3.679 0.122
O -0.835 -0.234 -4.351 -0.068
H 2.880 -3.997 -2.174 0.086
H 2.867 -2.036 -0.830 0.117
H -2.203 0.079 -1.373 0.041
O -2.235 -0.667 3.356 -0.064
H -3.089 -0.937 5.808 0.119
C 1.641 -1.815 -2.549 -0.204
H -1.030 -2.261 4.007 0.122
C -2.584 -1.842 5.448 -0.266
N -4.140 1.612 0.701 -0.574
O -0.840 0.662 1.415 0.043
H -1.573 -0.200 2.829 0.028
C -2.961 -0.319 -3.151 -0.255
H -0.905 -0.756 4.894 0.118
O 1.417 -0.399 -2.680 -0.102
H 3.087 2.454 -0.492 0.122
H -1.652 1.340 -3.352 0.114
H 2.680 1.413 0.847 0.108
O 3.726 3.011 1.415 -0.070
C 3.489 2.010 0.424 -0.247
O 3.558 -3.322 -2.273 -0.057
H -2.485 0.881 -4.871 0.114
H 1.687 -2.126 -3.594 0.130
H 3.691 -1.244 -2.130 0.112
O -4.435 0.585 1.234 0.179
H 4.306 3.689 1.055 0.072
O 5.707 1.968 -0.542 -0.065
H -1.988 -2.243 6.276 0.115
C -1.618 -1.413 4.374 -0.273
N -0.580 1.142 0.313 -0.527
O -2.442 -0.694 -1.896 -0.057
C -1.983 0.497 -3.979 -0.258
H -0.125 -0.055 -3.712 0.044
H 5.150 0.877 1.105 0.122
O -1.387 1.999 -0.184 -0.117

# 7
7
Properties=species:S:1:pos:R:3:lowdin_charge:R:1 method="wB97M-V/def2-TZVPD" e_above_lowest_ev=0.395 e_tot_ev=-17154.4478 homo_ha=-0.3760 orbital_gap_ha=0.3778
N -1.263 2.195 -0.056 0.148
Cl -1.386 -1.711 0.035 0.670
C 0.474 0.270 0.137 -0.190
C 0.151 -1.015 -0.115 -0.612
C -0.520 1.330 0.128 -0.264
H 1.022 -1.799 -0.273 0.115
H 1.522 0.729 0.144 0.133

# 8
9
Properties=species:S:1:pos:R:3:lowdin_charge:R:1 method="wB97M-V/def2-TZVPD" e_above_lowest_ev=2.472 charge=-1 e_tot_ev=-16140.6000 homo_ha="-0.1588 / -0.1570" orbital_gap_ha="0.2631 / 0.2629"
H -2.245 0.081 -1.537 -0.095
O -0.285 -0.398 -0.113 -0.560
O 3.070 -1.327 0.175 0.010
C 1.782 0.691 0.087 -0.215
H -2.370 -1.382 0.864 -0.093
O 1.490 1.826 0.018 0.115
Si -1.798 -0.173 -0.064 0.162
C 2.738 -0.206 -0.200 -0.183
H -2.383 0.889 0.770 -0.141